Version one
The following is a DFT calculation (ωB97M-V/def2-TZVPD) of C21H26N2O4S in the gas phase.

E_HOMO: -9.17 eV
LUMO: 0.59 eV
SMILES string: CCOC(=O)[C@@]1(Cc2ccccc2C)CCCN(S(=O)(=O)c2cccnc2)C1
Charge: 0

Atoms and positions in Å:
C  -1.36  -2.02  3.42
C  -1.42  -1.43  2.02
H  -1.80  -2.16  1.30
H  -2.05  -0.54  1.98
O  -0.09  -1.07  1.64
C  0.03  -0.21  0.64
O  -0.91  0.22  0.01
C  1.47  0.24  0.39
C  1.63  0.60  -1.09
N  1.44  -0.54  -1.95
S  0.52  -0.35  -3.31
O  0.89  0.90  -3.90
O  0.66  -1.56  -4.08
C  -1.18  -0.22  -2.77
C  -1.88  -1.37  -2.43
C  -3.17  -1.22  -1.95
C  -3.69  0.06  -1.84
N  -3.03  1.15  -2.19
C  -1.80  1.01  -2.64
H  -1.27  1.91  -2.93
H  -4.69  0.23  -1.46
H  -3.76  -2.08  -1.67
H  -1.42  -2.33  -2.56
C  1.49  -1.84  -1.33
C  2.67  -1.87  -0.37
H  3.57  -1.64  -0.94
C  2.48  -0.85  0.77
H  3.44  -0.38  0.98
H  2.14  -1.34  1.67
H  2.77  -2.88  0.04
H  1.61  -2.57  -2.14
H  0.55  -2.07  -0.79
H  2.63  1.01  -1.25
H  0.90  1.37  -1.38
C  1.66  1.53  1.24
C  1.10  1.40  2.63
C  1.84  0.72  3.60
C  1.35  0.53  4.88
C  0.11  1.03  5.21
C  -0.62  1.74  4.27
C  -0.15  1.94  2.98
C  -0.97  2.75  2.02
H  -1.89  3.07  2.50
H  -1.22  2.19  1.13
H  -0.42  3.65  1.72
H  -1.58  2.14  4.55
H  -0.29  0.88  6.21
H  1.94  0.00  5.60
H  2.82  0.34  3.34
H  1.17  2.35  0.72
H  2.72  1.75  1.29
H  -0.73  -2.90  3.44
H  -0.96  -1.28  4.11
H  -2.36  -2.29  3.74


Version two
The following is a DFT calculation (ωB97M-V/def2-TZVPD) of C21H26N2O4S in the gas phase.

E_HOMO: -7.57 eV
LUMO: 0.52 eV
SMILES string: COc1ccc(N2CCN(C(=O)CCS(=O)(=O)c3ccc(C)cc3)CC2)cc1
Charge: 0

Atoms and positions in Å:
C  -6.76  -0.61  2.42
O  -6.40  -0.82  1.07
C  -5.26  -0.24  0.61
C  -4.39  0.55  1.35
C  -3.25  1.08  0.77
C  -2.94  0.86  -0.57
C  -3.83  0.08  -1.31
C  -4.96  -0.47  -0.74
H  -5.64  -1.07  -1.32
H  -3.65  -0.09  -2.36
N  -1.84  1.44  -1.21
C  -1.05  2.44  -0.53
H  -1.69  3.06  0.09
C  0.09  1.81  0.30
N  0.90  0.99  -0.57
C  2.19  1.17  -0.91
O  2.73  0.50  -1.77
C  2.97  2.26  -0.17
C  4.45  1.97  -0.23
H  4.74  1.50  -1.16
H  5.07  2.84  -0.03
S  4.83  0.78  1.11
O  4.25  1.31  2.33
O  6.24  0.51  1.11
C  3.94  -0.71  0.67
C  4.44  -1.52  -0.33
C  3.71  -2.62  -0.73
C  2.48  -2.92  -0.14
C  2.00  -2.09  0.87
C  2.73  -0.99  1.28
H  2.38  -0.33  2.06
H  1.06  -2.32  1.35
C  1.69  -4.10  -0.60
H  2.25  -5.02  -0.41
H  1.52  -4.05  -1.68
H  0.73  -4.16  -0.10
H  4.08  -3.26  -1.51
H  5.39  -1.28  -0.77
H  2.74  3.22  -0.63
H  2.69  2.30  0.88
C  0.12  -0.03  -1.25
H  0.80  -0.59  -1.90
C  -1.01  0.62  -2.06
H  -1.60  -0.15  -2.54
H  -0.57  1.27  -2.84
H  -0.31  -0.70  -0.50
H  0.68  2.60  0.77
H  -0.34  1.17  1.08
H  -0.60  3.07  -1.30
H  -2.61  1.68  1.40
H  -4.59  0.76  2.39
H  -6.00  -1.00  3.10
H  -7.69  -1.15  2.56
H  -6.92  0.46  2.62


Version three
The following is a DFT calculation (ωB97M-V/def2-TZVPD) of C21H26N2O4S in the gas phase.

E_HOMO: -9.10 eV
LUMO: 0.55 eV
SMILES string: Cc1ccc(S(=O)(=O)N2CCC(=O)N(CCOCc3ccccc3)CC2)cc1
Charge: 0

Atoms and positions in Å:
C  4.06  5.50  0.99
C  3.51  4.15  0.65
C  4.06  3.41  -0.39
C  3.57  2.15  -0.69
C  2.53  1.63  0.05
C  1.97  2.35  1.09
C  2.46  3.61  1.39
H  2.03  4.17  2.20
H  1.17  1.91  1.66
S  1.84  0.04  -0.40
O  2.85  -0.74  -1.05
O  1.17  -0.51  0.74
N  0.68  0.41  -1.53
C  1.14  0.73  -2.86
C  0.11  0.33  -3.93
C  -0.72  -0.85  -3.44
O  -0.59  -1.96  -3.93
N  -1.62  -0.58  -2.47
C  -1.73  0.73  -1.87
H  -1.91  1.48  -2.64
C  -0.48  1.10  -1.04
H  -0.61  0.77  -0.01
H  -0.34  2.19  -1.05
H  -2.60  0.71  -1.20
C  -2.32  -1.68  -1.84
H  -2.17  -2.55  -2.48
C  -1.82  -1.98  -0.43
O  -2.39  -1.05  0.47
C  -1.85  -1.15  1.78
C  -2.17  -2.47  2.45
C  -1.15  -3.28  2.93
C  -1.46  -4.49  3.54
C  -2.77  -4.89  3.66
C  -3.79  -4.09  3.18
C  -3.49  -2.88  2.57
H  -4.28  -2.25  2.19
H  -4.82  -4.40  3.27
H  -3.01  -5.84  4.13
H  -0.66  -5.12  3.91
H  -0.13  -2.97  2.82
H  -0.76  -1.01  1.75
H  -2.32  -0.33  2.33
H  -2.11  -3.00  -0.15
H  -0.72  -1.91  -0.40
H  -3.39  -1.44  -1.80
H  0.63  0.03  -4.84
H  -0.54  1.17  -4.16
H  2.05  0.14  -2.99
H  1.40  1.80  -2.95
H  4.00  1.55  -1.48
H  4.88  3.82  -0.96
H  4.44  6.00  0.10
H  4.88  5.40  1.70
H  3.29  6.13  1.45


Which is more stable than every other structure shown? version one is more stable than every other one.